Record 1
A 6-piece molecular cluster, C27H40BBr3ClO12 overall. Source: OMol25; level of theory: the ωB97M-V functional and the def2-TZVPD basis.

Each line ends with the Löwdin charge.
Geometry (Å):
Br: 3.928 -4.873 -2.995  0.606
Br: 3.631 -3.409 1.540  0.658
Br: 1.396 -0.432 -0.129  0.605
Cl: -0.588 -5.501 -0.888  0.612
O: 5.288 0.865 -1.966  0.109
O: -4.435 6.161 -1.286  0.002
O: -5.914 4.692 -0.401  0.124
O: -4.377 -7.038 5.133  0.100
O: -0.462 4.233 1.374  0.101
O: 0.254 -2.855 0.739  -0.079
O: -3.628 -5.320 3.860  0.026
O: 3.120 1.036 -2.597  -0.019
O: -0.882 2.474 2.738  0.029
O: 1.233 -7.427 -0.998  -0.053
O: -0.471 3.394 -4.434  0.100
O: -0.824 2.949 -2.232  0.011
C: 2.897 3.365 -2.561  -0.161
C: 1.129 3.640 3.093  -0.082
C: 4.198 -5.088 -0.996  -0.592
C: 1.137 -2.432 -0.022  -0.745
C: -3.118 3.403 -2.123  -0.159
C: -6.009 7.017 0.239  -0.081
C: 1.207 2.291 3.776  -0.161
C: -0.247 1.897 3.886  -0.159
C: 4.351 1.536 -2.313  -0.486
C: -4.132 7.547 -1.088  -0.157
C: -2.324 -6.520 2.333  -0.172
C: -3.229 -7.494 3.056  -0.085
C: -1.978 2.712 -1.412  -0.142
C: -2.728 3.267 -3.579  -0.076
C: -5.492 5.813 -0.502  -0.471
C: 2.069 -3.364 -0.960  -0.238
C: 2.103 -5.714 0.507  -0.163
C: 4.372 3.025 -2.540  -0.088
C: -0.131 3.510 2.280  -0.475
C: 1.002 -6.300 -0.480  -0.666
C: -1.225 3.232 -3.503  -0.466
C: -3.805 -6.637 4.151  -0.484
C: 2.277 2.089 -3.080  -0.172
C: 6.396 -5.323 0.488  -0.141
C: -5.405 8.160 -0.549  -0.167
C: 5.658 -4.489 -0.696  -0.343
C: -3.010 -5.197 2.572  -0.157
B: 2.972 -4.440 -0.108  -1.123
H: 2.819 -2.628 -1.442  0.088
H: 7.530 -5.285 0.292  0.065
H: 2.549 3.557 -1.540  0.120
H: 4.891 3.538 -1.730  0.123
H: 6.199 -4.871 1.516  0.038
H: -3.832 7.997 -2.036  0.128
H: 1.463 -3.810 -1.814  0.074
H: -2.670 -8.334 3.468  0.127
H: -1.337 -6.517 2.806  0.125
H: 4.852 3.232 -3.499  0.130
H: 1.993 3.818 2.453  0.128
H: -0.380 0.814 3.874  0.132
H: -3.140 4.459 -1.847  0.097
H: 4.287 -6.229 -0.850  0.084
H: 1.735 1.583 3.130  0.120
H: 2.656 4.239 -3.168  0.117
H: -0.721 2.302 4.786  0.125
H: -3.071 4.116 -4.169  0.126
H: 2.833 -6.569 0.769  0.115
H: -4.042 -7.848 2.416  0.132
H: -5.232 9.059 0.044  0.118
H: 6.291 -4.703 -1.639  0.073
H: 1.262 1.948 -2.708  0.095
H: -3.084 2.328 -4.010  0.134
H: -4.094 2.975 -1.888  0.120
H: -2.303 -4.366 2.582  0.130
H: -2.188 -6.750 1.275  0.089
H: -7.098 7.049 0.224  0.128
H: 6.046 -6.422 0.445  0.076
H: -3.787 -4.991 1.830  0.129
H: -1.810 3.122 -0.415  0.109
H: -3.302 7.624 -0.380  0.132
H: -6.068 8.425 -1.378  0.120
H: -2.132 1.632 -1.330  0.134
H: -5.637 6.989 1.266  0.136
H: 5.694 -3.363 -0.543  0.096
H: 2.262 2.050 -4.173  0.130
H: 1.721 2.315 4.739  0.118
H: 1.007 4.454 3.812  0.131
H: 1.639 -5.398 1.506  0.088

The charge is -1. As for the maximum force: 5.57 eV/Å. The calculation puts the orbital gap at 7.884 eV.

=====

Record 2
C27H40BrCl2N5SiSn as an isolated structure. Source: OMol25; level of theory: the ωB97M-V functional and the def2-TZVPD basis.

Each line ends with the Löwdin charge.
Geometry (Å):
Sn: 6.237 -13.747 10.857  1.088
Br: 8.006 -12.224 12.460  0.517
Cl: 9.352 -14.397 8.817  0.516
Cl: 8.996 -15.856 11.387  0.479
Si: 9.553 -11.207 13.897  0.620
N: 6.243 -11.774 9.366  -0.030
N: 5.254 -14.515 12.744  -0.081
N: 4.525 -11.095 10.901  0.080
N: 4.720 -12.297 11.439  -0.171
N: 7.173 -10.283 7.840  0.159
C: 10.579 -12.122 16.396  -0.090
C: 5.564 -15.675 13.416  -0.084
C: 4.864 -16.031 14.511  -0.017
C: 12.211 -10.604 13.301  -0.130
C: 9.185 -8.730 12.526  -0.097
C: 4.166 -13.829 13.111  -0.290
C: 5.309 -10.864 9.852  -0.251
C: 8.164 -11.630 16.468  -0.082
C: 8.715 -9.438 13.814  -0.614
C: 9.271 -8.616 15.022  -0.088
C: 9.014 -13.698 15.143  -0.121
C: 4.960 -7.150 9.511  -0.044
C: 3.740 -15.305 14.937  0.006
C: 11.152 -11.624 12.927  -0.587
C: 3.386 -14.227 14.210  0.026
C: 4.605 -8.459 9.888  0.047
C: 5.335 -9.531 9.257  -0.077
C: 6.305 -9.221 8.331  -0.180
C: 11.832 -13.006 13.448  -0.052
C: 6.938 -11.543 8.289  -0.124
C: 6.595 -7.975 7.929  -0.002
C: 3.917 -12.642 12.444  -0.013
C: 9.312 -12.201 15.543  -0.564
C: 5.886 -6.943 8.532  -0.039
C: 10.972 -11.669 11.382  -0.127
C: 9.048 -15.957 9.598  -0.981
C: 7.133 -9.425 13.934  -0.097
H: 12.668 -13.283 12.776  0.101
H: 6.857 -9.991 14.809  0.047
H: 10.655 -12.628 11.027  0.028
H: 9.871 -16.613 9.330  0.035
H: 10.276 -11.937 17.436  0.086
H: 3.240 -11.847 12.782  0.162
H: 8.744 -7.648 15.039  0.090
H: 6.512 -16.177 13.101  0.118
H: 7.264 -12.413 7.707  0.136
H: 6.747 -8.446 14.180  0.084
H: 10.327 -10.881 10.970  0.060
H: 11.200 -13.860 13.424  0.036
H: 4.499 -6.296 10.040  0.133
H: 13.223 -10.973 13.043  0.099
H: 5.108 -16.934 15.087  0.138
H: 7.151 -11.705 16.057  0.073
H: 6.625 -9.812 13.061  0.027
H: 8.256 -12.114 17.450  0.092
H: 7.723 -10.100 6.968  0.191
H: 6.022 -5.923 8.193  0.128
H: 10.280 -8.847 12.447  0.061
H: 12.146 -9.594 12.807  0.094
H: 2.592 -13.543 14.456  0.132
H: 11.916 -11.440 10.912  0.086
H: 7.361 -7.781 7.190  0.133
H: 12.159 -12.936 14.519  0.083
H: 11.261 -11.276 16.109  0.084
H: 8.866 -7.653 12.684  0.114
H: 3.860 -8.707 10.627  0.113
H: 9.011 -9.085 16.004  0.068
H: 12.404 -10.435 14.368  0.075
H: 8.038 -13.951 15.362  0.038
H: 3.141 -15.602 15.767  0.129
H: 8.094 -16.374 9.196  0.049
H: 8.683 -9.098 11.651  0.053
H: 8.353 -10.596 16.731  0.051
H: 9.206 -14.042 14.122  0.014
H: 9.582 -14.331 15.776  0.072
H: 11.099 -13.099 16.378  0.085
H: 10.364 -8.402 14.985  0.097

The charge is +2. As for the maximum force: 4.97 eV/Å. The calculation puts the orbital gap at 6.688 eV.

=====

Record 3
One molecule with the formula C27H40O4. Source: OMol25; level of theory: the ωB97M-V functional and the def2-TZVPD basis.

Each line ends with the Löwdin charge.
Geometry (Å):
O: 8.047 -1.808 0.913  0.074
O: -2.141 0.099 -0.142  0.038
O: -3.588 0.716 1.466  0.137
O: -1.286 3.513 0.382  0.123
C: -7.724 -2.410 0.663  -0.270
C: 4.562 -1.994 -0.233  -0.129
C: -8.599 -1.346 0.009  -0.114
C: 0.420 -0.562 -0.705  -0.098
C: 6.901 -1.501 0.653  -0.404
C: -5.513 -1.148 0.540  -0.205
C: 5.080 0.167 0.805  -0.147
C: 4.435 1.324 1.502  -0.119
C: 4.868 0.041 -1.671  0.010
C: 6.044 -2.352 -0.263  -0.103
C: -3.021 2.601 -0.962  0.019
C: -1.801 2.530 -0.086  -0.375
C: 1.866 -0.835 -1.119  -0.120
C: 3.601 2.185 0.558  -0.117
C: 1.125 1.704 0.180  -0.209
C: 2.822 -0.147 -0.145  -0.223
C: -4.051 -1.228 0.110  -0.085
C: -1.217 1.139 0.194  -0.310
C: 4.321 -0.477 -0.333  -0.395
C: -6.284 -2.406 0.150  -0.228
C: 2.563 1.364 -0.229  -0.226
C: -3.263 -0.025 0.577  -0.487
C: 0.081 0.936 -0.650  -0.355
C: -0.073 1.487 -2.066  0.004
C: 0.754 1.434 1.647  -0.098
C: 6.265 -0.309 1.205  0.038
C: -0.736 1.068 1.657  -0.071
H: -8.260 -0.348 0.270  0.064
H: 3.100 2.964 1.133  0.116
H: -0.260 -1.054 -1.402  0.126
H: 4.674 1.101 -1.795  0.082
H: 1.342 0.618 2.062  0.106
H: -3.957 -1.310 -0.973  0.130
H: 0.830 1.310 -2.644  0.082
H: 0.257 -1.005 0.277  0.129
H: -3.896 2.479 -0.324  0.095
H: 0.973 2.772 -0.008  0.147
H: -6.290 -2.506 -0.938  0.114
H: -0.899 0.994 -2.573  0.094
H: 2.043 -0.483 -2.136  0.116
H: 4.410 -0.497 -2.497  0.093
H: -1.317 1.747 2.277  0.122
H: 2.561 -0.503 0.857  0.145
H: 2.016 -1.915 -1.109  0.113
H: -8.159 -3.393 0.467  0.103
H: 4.281 2.685 -0.134  0.117
H: -3.027 1.817 -1.714  0.086
H: -7.720 -2.261 1.745  0.106
H: 2.640 1.648 -1.283  0.136
H: -0.259 2.559 -2.051  0.095
H: 4.065 -2.509 -1.056  0.113
H: -3.074 3.582 -1.427  0.096
H: -9.629 -1.450 0.341  0.068
H: 3.789 0.925 2.291  0.128
H: -5.554 -1.008 1.622  0.123
H: 0.936 2.318 2.255  0.121
H: 5.944 -0.101 -1.718  0.090
H: 4.127 -2.354 0.703  0.134
H: 6.447 -2.245 -1.273  0.123
H: -0.898 0.057 2.033  0.127
H: -8.577 -1.448 -1.074  0.073
H: 5.195 1.935 1.992  0.123
H: -5.766 -3.278 0.559  0.111
H: 6.816 0.181 1.996  0.123
H: -3.580 -2.113 0.548  0.135
H: -5.969 -0.271 0.078  0.115
H: 6.190 -3.398 0.017  0.126

The charge is 0. As for the maximum force: 0.79 eV/Å. The calculation puts the orbital gap at 9.750 eV. As for the structure (SMILES): CCCCCC(=O)O[C@@]1(C(C)=O)CC[C@H]2[C@H]3CCC4=CC(=O)CC[C@@]4(C)[C@@H]3CC[C@]21C.